28
Properties=species:S:1:pos:R:3:forces:R:3:lowdin_charge:R:1 method="wB97M-V/def2-TZVPD" homo_ev="-8.07 / -8.07" spin_multiplicity=1 orbital_gap_ev="7.542 / 7.544" charge=0 lumo_ha="-0.019 / -0.019"
C -1.7079 -1.3142 0.7720 0.5 0.3 -1.0 -0.1728
C -1.4554 -1.8179 -0.5714 4.3 -2.2 -1.3 -0.1117
C 1.6573 0.3378 0.8356 1.9 -0.5 1.9 -0.4940
C -0.8644 0.8174 0.1122 2.4 -1.1 -1.7 -0.4025
C 3.5735 -0.5413 -0.2693 -2.5 2.2 -3.1 -0.0848
C -3.0018 1.8098 0.6049 -0.7 1.1 -1.9 -0.0736
C -0.1482 -2.2124 -0.8681 -4.8 1.2 1.3 0.0425
C 3.0865 0.7023 0.5580 1.1 0.2 -1.4 -0.1975
C -2.0527 1.3592 -0.5417 -1.9 -0.9 -0.9 -0.2074
O 1.3593 -0.2293 1.8587 0.2 0.2 -0.2 0.0673
O -0.8446 -0.2091 0.9724 -0.5 2.0 0.3 -0.1629
O 1.2663 1.6959 -1.5440 0.4 0.3 -0.6 -0.3826
P 0.6863 0.6492 -0.6804 -1.8 1.1 0.3 0.8848
H -2.6426 -0.9334 0.9819 -2.6 0.1 0.3 0.1012
H -1.3643 -1.9810 1.4986 0.2 -1.2 1.2 0.1266
H -2.0656 -1.7905 -1.4331 -1.2 0.3 -0.4 0.0866
H 3.2997 -1.4929 0.0531 -0.5 -1.4 1.4 0.0432
H 3.0060 -0.4926 -1.3162 1.5 0.0 1.8 0.1053
H 4.6061 -0.5310 -0.4355 1.5 0.2 -0.4 0.0483
H -4.0767 1.5834 0.4599 0.7 -0.5 0.2 0.0869
H -2.9910 2.8880 0.5578 0.1 0.5 0.6 0.0681
H -2.5857 1.4671 1.5202 -0.2 -0.2 1.0 0.0620
H 0.1475 -2.5479 -1.7885 0.3 -0.6 -2.5 0.0345
H 0.5840 -2.3233 -0.1562 1.5 0.0 2.0 0.0367
H 3.7772 0.8227 1.3928 -0.7 -0.1 0.5 0.1114
H 3.1428 1.6416 -0.0708 0.0 -1.2 0.5 0.1151
H -2.5836 0.5360 -1.1492 0.8 0.7 0.8 0.1341
H -1.8077 2.1063 -1.3537 -0.1 -0.5 1.3 0.1353